C18H24BrCl33I2O2Si as an isolated structure. Source: OMol25; level of theory: wB97M-V/def2-TZVPD.

CARTESIAN COORDINATES (ANGSTROEM)
C -1.531 -6.200 -6.307
C -2.558 -5.094 -5.592
C -1.830 -3.592 -5.553
Br -3.177 -2.122 -5.671
Si -0.697 -3.495 -3.949
C 1.027 -2.768 -4.292
O 1.090 -1.404 -4.820
O -0.071 -0.931 -5.164
C -1.746 -2.757 -2.550
I -3.747 -3.703 -2.233
C -1.436 -1.660 -1.606
C 0.018 -0.924 -1.691
I -2.868 -0.995 -0.079
H -0.549 -6.200 -5.636
H -2.063 -7.263 -6.216
H -1.309 -5.944 -7.431
H -2.773 -5.511 -4.513
H -3.592 -5.053 -6.160
H -1.131 -3.528 -6.491
H -0.480 -4.925 -3.597
H 1.619 -2.755 -3.255
H 1.669 -3.496 -4.986
H -0.134 -1.016 -6.171
H 0.940 -1.655 -1.487
H 0.054 -0.152 -0.781
H 0.185 -0.257 -2.657
C -4.516 2.504 2.205
Cl -5.250 0.893 2.254
Cl -2.858 2.451 2.830
Cl -4.538 3.149 0.554
H -5.103 3.170 2.842
C -2.819 6.405 2.854
Cl -2.158 5.844 1.309
Cl -4.354 5.593 3.205
Cl -1.657 6.132 4.163
H -3.007 7.479 2.778
C 1.029 -6.964 -1.566
Cl 2.565 -6.860 -0.689
Cl -0.151 -5.827 -0.891
Cl 1.276 -6.652 -3.293
H 0.635 -7.977 -1.452
C -7.706 -4.369 -2.834
Cl -8.309 -5.816 -3.659
Cl -9.054 -3.341 -2.317
Cl -6.698 -4.817 -1.448
H -7.092 -3.802 -3.538
C 0.515 3.686 6.497
Cl 1.176 3.124 4.951
Cl -1.020 2.874 6.848
Cl 1.677 3.413 7.806
H 0.328 4.760 6.421
C 2.096 1.602 -5.868
Cl 3.632 1.706 -4.991
Cl 0.916 2.738 -5.193
Cl 2.343 1.914 -7.595
H 1.702 0.589 -5.754
C 5.486 4.390 8.652
Cl 5.258 6.118 8.970
Cl 7.210 3.982 8.636
Cl 4.627 3.417 9.858
H 5.070 4.163 7.667
C 6.236 10.015 8.753
Cl 7.772 10.120 9.631
Cl 5.056 11.152 9.428
Cl 6.484 10.328 7.027
H 5.843 9.002 8.867
C 3.131 -10.572 -0.341
Cl 3.018 -11.348 1.248
Cl 4.090 -11.565 -1.452
Cl 1.515 -10.278 -1.006
H 3.634 -9.609 -0.219
C 4.811 13.819 12.530
Cl 6.110 12.887 11.766
Cl 3.966 12.835 13.736
Cl 5.456 15.294 13.271
H 4.094 14.108 11.757
C -3.538 -3.621 -9.196
Cl -4.273 -5.232 -9.147
Cl -1.881 -3.674 -8.571
Cl -3.561 -2.976 -10.846
H -4.126 -2.955 -8.558

Cartesian forces (eV/Å) of the 3 atoms listed first:
C -0.6485 0.1973 0.9944
C 0.2382 -0.4279 -0.4769
C 0.6084 -1.9226 -0.2534

## Properties
* lowest unoccupied orbital energy: -0.1 eV
* strongest force on any atom: 6.1 eV/Å
* E_tot: -530503.84932 eV

Löwdin population analysis, charges in e, atoms 1 to 2: C -0.1419; C -0.3411